{
  "formula": "C5H8O2",
  "method": "ωB97M-V/def2-TZVPD",
  "gap_ev": 9.7,
  "smiles": "C=C(O)CC(C)=O",
  "homo_energy_ha": -0.3336,
  "relative_energy_kj_mol": 95.4,
  "species": ["C", "C", "O", "C", "C", "C", "O", "H", "H", "H", "H", "H", "H", "H", "H"],
  "coordinates": [[-1.871011, 1.140142, -0.124900], [-1.267098, -0.033097, 0.033299], [-1.524874, -0.802137, 1.141467], [-0.137305, -0.485563, -0.873228], [1.088545, 0.330321, -0.466396], [1.933825, -0.212088, 0.663906], [1.331682, 1.385212, -1.007347], [-1.579963, 1.790943, -0.942338], [-2.616439, 1.482294, 0.583490], [-1.519928, -1.734841, 0.893654], [-0.367407, -0.257833, -1.916597], [0.049525, -1.562148, -0.772238], [2.769187, -0.775906, 0.230849], [1.362909, -0.881324, 1.313741], [2.348348, 0.616020, 1.242632]],
  "atomic_forces_ev_per_a": [[0.050, -0.137, 0.059], [-0.038, 0.409, -0.173], [-0.076, -0.211, -0.053], [-0.022, -0.014, -0.085], [0.115, 0.231, -0.096], [0.019, 0.049, 0.062], [-0.007, -0.439, 0.136], [-0.042, -0.109, 0.134], [0.039, -0.078, -0.098], [0.083, 0.094, 0.056], [0.004, -0.004, 0.170], [-0.032, 0.174, 0.028], [-0.135, 0.038, 0.042], [0.076, 0.108, -0.088], [-0.035, -0.111, -0.096]],
  "nbo_charge": [-0.469, 0.303, -0.689, -0.570, 0.614, -0.728, -0.538, 0.218, 0.215, 0.474, 0.249, 0.213, 0.241, 0.224, 0.243]
}